{
  "formula": "C3H2O2",
  "method": "ωB97M-V with the def2-TZVPD basis set",
  "smiles": "O=C=CC=O",
  "spin_multiplicity": 1,
  "orbital_gap_ha": 0.3792,
  "lumo_ev": 0.589,
  "homo_ev": -9.730,
  "total_charge": 0,
  "elements": ["O", "C", "C", "C", "O", "H", "H"],
  "xyz": [[-0.06989, -1.89193, -1.48655], [0.14844, -0.88274, -0.99563], [0.51126, 0.17559, -0.41420], [-0.42426, 0.49562, 1.02019], [-0.13261, 1.43499, 1.67558], [1.08064, 0.95267, -0.79419], [-1.11358, -0.28420, 0.99479]],
  "forces_ev_per_angstrom": [[-0.901, -1.636, -0.657], [0.630, -1.187, -1.209], [-2.314, 2.340, 4.755], [4.432, 0.880, -4.013], [-0.932, -0.430, 0.506], [1.054, 1.086, -0.643], [-1.969, -1.053, 1.262]]
}

{
  "formula": "C3H2O2",
  "method": "ωB97M-V with the def2-TZVPD basis set",
  "smiles": "C=C1OC1=O",
  "spin_multiplicity": 1,
  "orbital_gap_ha": 0.3980,
  "lumo_ev": 0.403,
  "homo_ev": -10.428,
  "total_charge": 0,
  "elements": ["C", "C", "O", "C", "O", "H", "H"],
  "xyz": [[0.83684, 0.97048, 0.45476], [0.10162, -0.05473, -0.08018], [-0.04285, -0.83176, -1.29617], [-0.93660, -1.03510, -0.29638], [-1.90956, -1.65782, -0.10785], [1.68985, 1.41114, -0.05964], [0.26070, 1.19778, 1.38546]],
  "forces_ev_per_angstrom": [[-3.098, -3.012, -0.742], [0.859, 1.342, 0.361], [0.616, 0.066, 0.011], [0.770, 1.326, 0.232], [-0.324, -0.416, 0.139], [-0.374, 0.110, 0.538], [1.551, 0.584, -0.541]]
}